[1]
Computed, not measured: a molecular structure, C29H50BaF8N2O15S4 at a distorted geometry, with ωB97M-V/def2-TZVPD.

```
109
Properties=species:S:1:pos:R:3:lowdin_charge:R:1
Ba 22.231 2.670 -9.460 1.9398
S 21.737 6.419 -7.960 0.5718
S 26.682 -1.755 -5.034 0.5626
S 20.427 2.339 -5.848 0.5284
S 25.228 2.733 -12.348 0.5537
F 25.230 7.373 -6.078 0.1310
F 25.470 4.112 -2.519 0.1365
F 24.332 1.898 -3.757 0.1119
F 23.072 3.704 -4.008 0.1050
F 26.837 5.980 -6.595 0.1212
F 26.563 3.481 -4.296 0.1321
F 26.951 8.990 -4.805 0.0911
F 28.582 7.537 -5.107 0.0979
O 25.482 -2.077 -5.723 -0.2638
O 25.176 5.225 -4.408 0.0642
O 23.991 0.757 -8.821 -0.5034
O 24.184 2.954 -11.394 -0.4431
O 24.441 3.722 -8.167 -0.4478
O 20.419 7.081 -7.392 -0.2354
O 20.863 2.792 -7.144 -0.4761
O 21.357 5.233 -8.675 -0.4492
O 26.717 -1.701 -3.608 -0.2724
O 25.055 1.268 -12.906 -0.2403
O 27.772 -2.806 -5.545 -0.2613
O 25.374 3.602 -13.451 -0.2367
O 22.445 7.456 -8.614 -0.2350
O 21.524 1.402 -5.307 -0.2308
O 20.115 3.280 -4.840 -0.2366
N 25.547 -3.249 -9.695 0.0735
N 30.133 1.812 -5.595 0.0600
C 25.396 4.026 -3.887 -0.5543
C 26.398 6.848 -5.651 -0.4507
C 28.242 -3.506 -9.121 -0.0861
C 27.420 -0.281 -5.690 -0.1061
C 25.401 2.748 -7.984 -0.4365
C 24.966 1.235 -7.956 -0.4180
C 22.719 -0.690 -5.397 -0.0514
C 28.949 -3.010 -4.743 -0.2575
C 19.328 6.223 -7.006 -0.2612
C 27.683 -2.254 -9.327 -0.0684
C 30.184 -2.983 -5.635 -0.0541
C 18.115 7.103 -6.827 -0.0630
C 29.153 2.482 -8.117 -0.0695
C 27.437 -4.628 -9.213 -0.0644
C 30.448 1.104 -6.685 -0.1781
C 22.594 5.888 -6.513 -0.1059
C 19.027 1.278 -6.058 -0.1020
C 28.897 3.285 -7.017 -0.0635
C 27.411 7.994 -5.599 -0.3010
C 26.740 2.622 -11.473 -0.1138
C 26.096 -4.430 -9.512 -0.1589
C 29.397 2.904 -5.784 -0.1503
C 26.237 6.155 -4.317 -0.0320
C 24.247 3.118 -4.316 -0.2881
C 24.782 -1.090 -12.582 -0.0620
C 26.340 -2.179 -9.637 -0.1424
C 22.025 0.361 -6.216 -0.2280
C 30.037 1.422 -7.962 -0.0739
C 24.506 0.273 -11.986 -0.2556
H 28.835 2.773 -9.110 0.0965
H 26.084 6.918 -3.551 0.1573
H 21.197 -0.077 -6.774 0.1099
H 26.669 1.816 -10.753 0.0619
H 29.052 -2.271 -3.950 0.1134
H 22.863 6.778 -5.956 0.0750
H 17.900 7.568 -7.795 0.0853
H 25.851 -1.299 -12.615 0.0808
H 22.744 0.794 -6.918 0.0636
H 27.524 2.505 -12.216 0.0810
H 31.098 0.267 -6.448 0.0944
H 28.873 -3.990 -4.272 0.1221
H 23.463 5.329 -6.878 0.0510
H 24.410 -1.149 -13.606 0.0811
H 26.859 3.599 -11.004 0.0859
H 23.089 -1.450 -6.089 0.0855
H 18.877 0.758 -5.119 0.0861
H 23.433 0.431 -11.876 0.1080
H 24.274 -1.833 -11.968 0.0800
H 30.485 -1.962 -5.862 0.0555
H 25.892 0.628 -8.065 0.0788
H 18.198 1.919 -6.353 0.0793
H 18.230 7.892 -6.090 0.0820
H 21.907 5.230 -5.984 0.0541
H 30.037 -3.540 -6.559 0.0631
H 30.316 0.814 -8.814 0.0993
H 27.567 8.418 -6.593 0.1752
H 26.200 2.783 -8.769 0.0607
H 26.885 0.597 -5.335 0.0723
H 29.299 -3.598 -8.900 0.0980
H 27.823 -5.610 -8.976 0.1008
H 27.173 5.637 -4.110 0.1453
H 19.197 0.616 -6.903 0.0636
H 28.331 -1.387 -9.387 0.0963
H 17.226 6.494 -6.654 0.0818
H 25.433 -5.286 -9.608 0.1038
H 19.100 5.526 -7.813 0.1139
H 24.929 0.389 -10.988 0.0715
H 22.056 -1.173 -4.678 0.0889
H 25.998 3.007 -7.080 0.0763
H 24.663 1.044 -6.893 0.0755
H 28.410 -0.271 -5.237 0.0538
H 23.590 -0.295 -4.883 0.0643
H 29.159 3.497 -4.907 0.1004
H 30.992 -3.495 -5.107 0.0821
H 27.416 -0.379 -6.769 0.0534
H 24.310 3.018 -5.406 0.1571
H 19.604 5.670 -6.107 0.1099
H 25.847 -1.243 -9.870 0.0831
H 28.233 4.131 -7.138 0.0889
```

Calculated values
Kohn-Sham gap: 6.3 eV
HOMO energy: -0.25370 Ha
Energy: -130350.558 eV

---

[2]
Computed, not measured: a molecular structure, C18H40EuP2Si at a distorted geometry, with ωB97M-V/def2-TZVPD.

```
62
Properties=species:S:1:pos:R:3:lowdin_charge:R:1
Eu -3.270 -0.271 -1.158 1.2758
P 2.413 2.916 0.978 0.8534
P 3.428 0.130 -0.150 0.8628
Si -3.970 -3.189 -1.052 0.3008
C 3.976 -1.003 1.203 -0.2815
C 0.049 0.266 -1.647 -0.2300
C -0.202 -1.063 -0.992 -0.1893
C 0.175 1.484 -0.703 -0.2976
C -1.310 1.305 1.352 -0.1238
C -0.066 -1.398 0.300 -0.1088
C 0.490 -0.562 1.392 -0.2354
C 4.216 2.491 1.188 -0.4286
C -0.576 0.275 2.142 -0.1776
C -2.817 -4.658 -1.209 -0.3034
C -1.001 1.820 0.148 -0.1544
C -5.315 -3.661 0.179 -0.2942
C 4.675 1.500 0.118 -0.4310
C 2.526 4.228 -0.309 -0.2788
C -4.780 -2.877 -2.736 -0.3311
C -5.335 0.453 -0.110 -0.4289
C 2.121 3.868 2.507 -0.3014
C 4.241 -0.664 -1.587 -0.3045
H 3.688 -1.575 -1.847 0.0367
H -0.091 0.727 3.024 0.1176
H -5.475 -0.150 0.810 -0.0699
H 0.966 -1.221 2.145 0.1174
H 4.792 1.997 -0.857 0.0734
H -2.003 -4.460 -1.925 0.0047
H 4.790 3.427 1.152 0.0755
H -0.434 -2.376 0.633 0.1101
H 1.540 4.703 -0.402 0.0385
H 4.320 2.060 2.195 0.0751
H -1.326 -0.432 2.539 0.1176
H 1.083 4.226 2.491 0.0355
H -5.252 -3.826 -3.046 0.0188
H -2.363 -4.900 -0.235 0.0120
H 1.067 1.330 -0.077 -0.0661
H -1.628 2.628 -0.260 0.1020
H -4.043 -2.591 -3.509 0.0013
H 3.491 -1.978 1.065 0.0411
H -6.033 -2.835 0.308 0.0068
H -5.856 -4.561 -0.162 0.0177
H 5.068 -1.128 1.169 0.0394
H 2.248 3.194 3.363 0.0360
H -5.165 1.515 0.149 -0.0870
H -0.452 -1.868 -1.699 0.0951
H -6.201 0.352 -0.783 -0.0772
H -4.861 -3.875 1.161 0.0126
H 3.275 4.986 -0.037 0.0410
H 0.428 2.365 -1.321 0.1047
H 4.205 0.031 -2.436 0.0357
H 1.305 0.078 1.039 -0.0046
H -2.214 1.679 1.851 0.1091
H 3.682 -0.599 2.182 0.0380
H 2.790 3.781 -1.279 0.0377
H -5.563 -2.097 -2.692 0.0066
H 0.983 0.225 -2.247 0.1084
H 5.629 1.025 0.383 0.0744
H -3.393 -5.532 -1.558 0.0171
H 2.808 4.718 2.601 0.0383
H -0.757 0.481 -2.382 0.0775
H 5.285 -0.914 -1.358 0.0389
```

Calculated values
Kohn-Sham gap (alpha / beta): 5.5 / 5.4 eV
Relative energy (zero: lowest compared OMol25 entry of this formula, charge and spin): 0.0 kJ/mol
HOMO energy (alpha / beta): -0.20506 / -0.20124 Ha
2S+1: 8
Energy: -65094.671 eV

---

[3]
Computed, not measured: a molecular structure, C14H33GaNO at a distorted geometry, with ωB97M-V/def2-TZVPD.

```
50
Properties=species:S:1:pos:R:3:lowdin_charge:R:1
Ga -1.524 -0.655 1.582 0.2303
O 0.645 3.319 -0.184 0.0591
N -6.209 -2.645 -1.740 -0.0708
C 0.440 -1.181 -0.809 -0.3134
C 1.526 4.177 -0.192 -0.4892
C 4.427 -0.173 -0.558 -0.2422
C -5.498 -1.738 0.656 -0.2359
C 5.120 -1.654 -0.486 -0.2884
C 1.982 -1.447 -0.295 -0.2324
C -3.515 -0.078 1.200 -0.3709
C 2.563 4.223 -1.282 -0.0336
C 5.256 -2.294 1.016 -0.1513
C 1.609 5.222 0.888 -0.0321
C -4.214 -0.961 -0.005 -0.3115
C -0.363 -0.003 -0.002 -0.3543
C 2.872 -0.095 -0.054 -0.2218
C -6.698 -2.110 -0.403 -0.3205
H 6.349 -2.767 1.106 0.0697
H 6.234 -1.522 -0.893 0.0970
H -7.436 -2.866 0.140 0.1053
H 0.493 -0.930 -1.965 0.0914
H 2.498 5.174 -1.816 0.0787
H 3.559 4.094 -0.853 0.0820
H -5.977 -0.991 1.449 0.1024
H -1.116 0.483 -0.791 0.0567
H 2.355 0.764 -0.702 0.1009
H 1.502 6.218 0.451 0.0790
H 2.740 0.265 1.074 0.1236
H 0.298 0.879 0.390 0.0142
H 1.877 -1.971 0.773 0.1166
H -7.041 -3.144 -2.171 0.0581
H 4.490 0.349 -1.620 0.1056
H -3.447 -1.674 -0.538 0.0937
H 2.448 -2.233 -1.028 0.0906
H -5.083 -2.665 1.257 0.1164
H -7.338 -1.120 -0.577 0.1045
H 2.563 5.138 1.415 0.0818
H -1.399 -2.213 1.918 -0.1162
H -6.075 -1.772 -2.332 0.0674
H 0.797 5.066 1.607 0.0867
H 4.609 -2.404 -1.261 0.1017
H 5.170 -1.494 1.865 0.0785
H 4.517 -3.209 1.134 0.0788
H -0.129 -2.213 -0.680 0.0886
H -1.086 0.219 2.883 -0.1259
H -4.617 -0.213 -0.837 0.0939
H 5.053 0.534 0.173 0.1047
H 2.379 3.410 -1.992 0.0826
H -4.097 -0.169 2.212 0.0235
H -3.513 1.071 0.878 0.0463
```

Calculated values
Kohn-Sham gap: 6.6 eV
HOMO energy: -0.14684 Ha
Total charge: -1
Energy: -70961.566 eV

---

[4]
Computed, not measured: a gas-phase ion, C4H9NO3P (charge -1) at a distorted geometry, with ωB97M-V/def2-TZVPD.

```
18
Properties=species:S:1:pos:R:3:lowdin_charge:R:1
P -1.794 0.318 -0.746 0.2133
O -2.644 -0.915 -0.961 -0.4099
O -2.035 1.355 0.303 -0.3736
O -1.732 1.085 -2.203 -0.2479
N 0.100 0.442 1.851 0.0557
C 1.061 0.753 -0.431 -0.1063
C 0.701 -0.147 0.762 -0.5947
C 1.608 -1.271 1.013 -0.0761
C -0.113 -0.240 -0.705 -0.2331
H 0.057 -0.936 -1.512 0.0864
H 1.654 -1.737 -0.030 0.0936
H 2.048 0.616 -0.895 0.0837
H -0.606 -0.234 2.221 0.1024
H 1.210 -1.882 1.880 0.0937
H 0.819 1.878 -0.363 0.1224
H 2.683 -1.058 1.099 0.0627
H -0.538 1.170 1.563 0.0341
H -2.478 0.803 -2.846 0.0934
```

Calculated values
Kohn-Sham gap: 8.4 eV
Relative energy (zero: lowest compared OMol25 entry of this formula, charge and spin): 81.9 kJ/mol
SMILES: C[C@@]1(N)C[C@@H]1[P@@](=O)([O-])O
HOMO energy: -0.16943 Ha
Total charge: -1
Energy: -21218.300 eV

---

[5]
Computed, not measured: a molecular structure, C10H16BrClINOPSn at a distorted geometry, with ωB97M-V/def2-TZVPD.

```
33
Properties=species:S:1:pos:R:3:lowdin_charge:R:1
I 2.242 1.608 0.296 0.8173
Sn -2.648 0.148 0.315 1.0308
Br -1.761 -2.870 5.560 1.1842
Cl -4.708 -0.685 1.191 -0.0232
P -0.716 0.164 -2.693 0.9170
O 5.800 -0.826 0.966 0.0476
N -0.904 -0.234 2.497 -0.0170
C 0.878 0.655 -3.414 -0.2363
C 0.760 0.039 4.237 0.0401
C -0.863 -1.571 4.569 -0.5893
C 2.241 -0.634 -0.339 -0.3929
C -1.718 1.556 -3.236 -0.2420
C 0.268 -0.959 5.070 -0.0214
C 0.215 0.382 2.976 -0.0724
C -1.420 -1.237 3.306 -0.0976
C -1.235 -1.103 -3.873 -0.2181
C 5.140 0.092 0.769 -0.0591
H 1.705 -0.048 -3.215 0.0569
H 1.649 0.508 4.611 0.1391
H -1.861 1.473 -4.322 0.0912
H -2.692 1.581 -2.739 0.0400
H -0.461 -1.885 -3.969 0.0814
H 1.183 1.635 -3.022 0.0553
H 2.030 -0.278 -1.403 -0.0870
H 0.828 0.722 -4.509 0.1000
H -2.152 -1.622 -3.575 0.0655
H 0.769 1.217 2.476 0.0139
H 1.226 -0.379 0.164 -0.1433
H 0.704 -1.243 6.037 0.1568
H -1.386 -0.619 -4.861 0.0969
H 2.381 -1.779 -0.231 0.0927
H -2.318 -1.763 2.972 0.0927
H -1.251 2.523 -3.012 0.0799
```

Calculated values
Kohn-Sham gap (alpha / beta): 3.5 / 4.3 eV
HOMO energy (alpha / beta): -0.64648 / -0.64687 Ha
Total charge: +3
Energy: -119917.931 eV

---

[6]
Computed, not measured: 2 unconnected molecules or ions with the total composition C2H2BrClF2S at a distorted geometry, with ωB97M-V/def2-TZVPD.

```
9
Properties=species:S:1:pos:R:3:lowdin_charge:R:1
Br 2.000 1.278 -0.005 0.6007
Cl 1.993 -1.742 0.467 0.5563
S -1.423 1.387 1.084 0.8156
F -1.655 0.519 -1.389 0.0395
F -1.685 -1.057 0.114 0.0090
C -1.260 0.191 -0.163 -0.7999
C 1.530 -0.468 -0.543 -1.1233
H 1.580 -0.623 -1.610 -0.0033
H -1.081 0.514 2.046 -0.0945
```

Calculated values
Kohn-Sham gap (alpha / beta): 8.6 / 7.8 eV
Relative energy (zero: lowest compared OMol25 entry of this formula, charge and spin): 115.7 kJ/mol
HOMO energy (alpha / beta): -0.31223 / -0.30185 Ha
Energy: -100937.919 eV

---

[7]
Computed, not measured: a molecular structure, C21H18Br2N2O5Pt at a distorted geometry, with ωB97M-V/def2-TZVPD.

```
49
Properties=species:S:1:pos:R:3:lowdin_charge:R:1
Pt 0.557 0.052 -0.084 1.2390
Br 2.700 1.565 7.154 0.7475
Br 0.114 -6.289 -4.570 0.7513
O 1.361 0.615 1.945 -0.1356
O -0.564 0.517 -1.613 -0.2018
O -2.101 -2.288 0.759 -0.0709
O 2.002 -1.441 1.485 -0.0413
O -1.557 0.390 -3.560 0.0870
N 4.066 -1.712 5.097 0.0762
N 1.720 -1.004 -1.185 -0.0829
C -1.059 -3.146 1.239 -0.2270
C -0.856 -3.756 -1.280 -0.2466
C 3.813 -0.788 6.021 -0.1868
C 2.985 0.298 5.785 -0.6724
C 1.966 -0.467 2.251 -0.6439
C 2.379 0.443 4.554 -0.0472
C -0.371 -4.698 -3.635 -0.6659
C 3.962 -1.441 -1.814 -0.0295
C -0.708 -1.670 -2.756 -0.0821
C 3.477 -1.577 3.911 -0.0773
C -0.177 -2.411 -1.548 -0.1885
C -0.710 -4.197 0.183 -0.1245
C 2.995 -0.613 -1.289 -0.0818
C -0.426 -4.929 -2.160 -0.2275
C 3.590 -2.708 -2.227 -0.0176
C -0.601 -3.611 -4.369 -0.1151
C 2.263 -3.099 -2.140 0.0351
C -0.960 -0.179 -2.678 -0.5376
C -0.909 -2.243 -3.943 0.0111
C 1.322 -2.233 -1.614 -0.1457
C 2.628 -0.526 3.593 -0.1155
H 0.544 -5.319 -1.835 0.1015
H 4.326 -3.393 -2.628 0.1199
H -2.703 -2.093 1.481 0.0903
H -1.914 -3.572 -1.474 0.1590
H 3.685 -2.335 3.166 0.1183
H 3.220 0.382 -0.933 0.1285
H 0.325 -4.514 0.348 0.1272
H -0.177 -2.554 1.496 0.0875
H -0.534 -3.734 -5.443 0.0934
H -1.336 -5.080 0.334 0.1214
H -1.123 -5.753 -1.986 0.1215
H -1.284 -1.588 -4.721 0.1233
H 4.982 -1.093 -1.885 0.1159
H -0.419 -1.770 -0.704 0.0650
H 4.285 -0.913 6.989 0.1022
H 1.961 -4.073 -2.490 0.1042
H 1.732 1.280 4.328 0.1178
H -1.397 -3.654 2.144 0.1207
```

Calculated values
Kohn-Sham gap: 7.9 eV
Relative energy (zero: lowest compared OMol25 entry of this formula, charge and spin): 292.6 kJ/mol
HOMO energy: -0.33018 Ha
Energy: -178616.691 eV